Record 1
# C11H18BBrF4N3O3PScSe

A molecular structure, C11H18BBrF4N3O3PScSe (wB97M-V/def2-TZVPD, OMol25).

The value obtained for the energy relative to the best compared isomer or geometry (same formula, charge and spin) is 32.4 kJ/mol. The value obtained for the orbital gap is 0.259 Ha. Its HOMO energy is -12.86 eV. The max |F| is 3.4 eV/Å.

Structure (ORCA input):
```
! RIJCOSX wB97M-V def2-TZVPD def2/J DEFGRID3
* xyz 1 1
C -2.42 1.69 -3.07
H 0.10 -3.32 -0.51
O 1.43 0.31 1.35
H 1.83 3.58 1.99
H -2.11 -0.78 4.03
H 0.94 1.59 -4.98
O -0.55 -0.76 2.64
C -1.17 2.17 -5.04
C -2.37 2.29 -4.37
C -1.00 -0.79 4.00
H -1.15 -2.96 4.33
C 1.97 2.69 1.39
Se -3.02 0.76 -0.72
B 3.34 0.64 -1.58
H 0.46 -2.29 4.62
C -1.21 1.05 -2.66
H -2.27 -3.26 -0.25
C 0.02 1.64 -4.44
H 0.56 1.63 2.68
H -0.59 0.13 4.42
Br 0.70 -2.49 -2.93
H -3.19 2.77 -4.84
H 2.30 1.31 2.96
F 3.68 0.96 -2.86
C -1.73 -2.94 0.66
N -0.02 0.94 -3.28
C -0.65 -2.09 4.74
H -2.11 -1.98 0.98
Sc 0.57 -0.55 -1.38
F 1.98 1.13 -1.28
H -2.07 -3.66 1.41
O 0.30 -1.59 0.45
C 1.55 1.49 2.19
C -0.24 -2.98 0.48
N -3.35 1.76 -2.15
H -1.08 2.48 -6.06
F 2.97 -0.80 -1.41
P 0.92 -1.09 1.99
H 3.02 2.64 1.06
N -1.30 0.49 -1.43
H -0.97 -2.07 5.82
H 1.37 2.75 0.46
H 0.29 -3.47 1.26
F 4.28 0.97 -0.66
*
```

---

Record 2
# C10H14O8Tl

A molecular structure, C10H14O8Tl (wB97M-V/def2-TZVPD, OMol25).

The value obtained for the energy relative to the best compared isomer or geometry (same formula, charge and spin) is 185.7 kJ/mol. The value obtained for the orbital gap is 0.173 Ha. Its HOMO energy is -12.22 eV. The max |F| is 7.2 eV/Å.

Structure (ORCA input):
```
! RIJCOSX wB97M-V def2-TZVPD def2/J DEFGRID3
* xyz 1 1
C -31.03 18.67 21.69
O -31.06 19.92 26.73
H -30.98 18.43 28.88
H -29.03 17.07 28.28
C -32.92 19.62 23.23
C -33.44 18.94 20.99
O -27.47 16.22 26.25
H -24.91 15.52 24.22
O -33.27 20.28 24.20
H -32.63 18.94 27.35
H -31.29 20.32 27.57
C -26.22 15.70 25.98
H -25.96 14.65 26.16
O -30.60 19.21 23.99
H -31.31 16.93 28.33
C -30.84 17.85 27.97
H -24.94 17.57 24.42
O -29.54 17.45 27.57
H -28.21 15.63 26.09
O -31.46 18.63 19.48
H -26.67 15.51 23.96
C -31.66 18.66 26.92
O -34.41 18.74 20.15
C -33.84 19.40 22.19
C -31.40 19.09 23.05
C -25.85 15.99 24.49
H -34.88 19.52 22.46
Tl -28.24 19.00 25.54
O -25.87 17.37 24.26
C -31.94 18.58 20.70
H -31.83 18.18 25.95
H -25.53 16.30 26.58
H -29.98 18.56 21.45
*
```

---

Record 3
# C5H14NO4

A molecular structure, C5H14NO4 (wB97M-V/def2-TZVPD, OMol25).

The value obtained for the energy relative to the best compared isomer or geometry (same formula, charge and spin) is 94.7 kJ/mol. The value obtained for the orbital gap (spin up / spin down) is 0.380 / 0.213 Ha. Its HOMO energy (spin up / spin down) is -9.89 / -9.89 eV. The max |F| is 3.7 eV/Å. Its expectation value of S² is 0.755.

Structure (ORCA input):
```
! RIJCOSX wB97M-V def2-TZVPD def2/J DEFGRID3
* xyz 0 2
O 2.18 2.38 0.18
O 1.37 -2.06 -0.97
H 1.23 2.37 0.33
H 0.30 0.03 0.34
H 2.37 1.45 -0.10
H -2.14 1.44 -0.55
H -0.84 -0.68 2.22
H -0.02 0.82 2.44
H 3.47 -0.25 -0.78
H -0.12 -2.85 -2.03
C -1.02 0.37 2.44
O -2.91 1.65 1.76
O 2.55 -0.09 -0.57
H -1.30 -1.79 -0.24
C -0.90 -1.13 -1.02
C -1.91 1.04 1.43
H -1.72 -0.97 -1.73
C 0.24 -1.84 -1.77
H 0.59 -1.26 -2.64
H 1.93 -1.06 -0.70
H -1.43 0.43 3.44
N -1.54 0.98 0.11
C -0.44 0.20 -0.43
H 0.07 0.82 -1.16
*
```

---

Record 4
# C32H84N4O12

8 unconnected molecules or ions with the total composition C32H84N4O12 (wB97M-V/def2-TZVPD, OMol25).

The value obtained for the energy relative to the best compared isomer or geometry (same formula, charge and spin) is 0.0 kJ/mol. The value obtained for the orbital gap is 0.333 Ha. Its HOMO energy is -8.65 eV. The max |F| is 1.0 eV/Å. Its SMILES is COCCNCCOC.COCCNCCOC.COCCNCCOC.COCCNCCOC.CCO.CCO.CCO.CCO.

Structure (ORCA input):
```
! RIJCOSX wB97M-V def2-TZVPD def2/J DEFGRID3
* xyz 0 1
C -11.48 24.90 22.18
O -7.07 33.21 22.07
H -7.45 22.04 29.35
H -6.81 23.92 21.51
H -1.93 28.83 31.88
O -7.14 21.99 20.96
H -11.64 18.57 27.68
H -7.95 26.54 24.27
C -8.00 25.46 24.07
H -3.50 24.75 23.67
H -6.24 20.75 27.70
H -13.40 20.89 25.05
H -5.73 17.92 20.20
O -4.08 19.32 18.61
H -10.13 19.44 28.07
H -14.01 26.51 22.90
H -8.15 33.14 23.83
H -8.14 22.97 25.06
N -8.61 30.64 24.12
H -13.11 24.71 23.54
C -12.41 22.82 27.07
C -9.80 28.67 25.06
H -10.30 27.75 24.74
H -5.38 18.46 17.21
C -1.26 28.20 29.47
H -2.50 20.39 17.96
H -13.94 22.81 28.56
H -1.54 26.17 24.05
H -8.59 31.28 22.08
H -5.98 20.27 19.41
H -15.55 23.41 27.14
C -3.48 24.61 24.75
H -7.93 23.25 28.15
H -1.07 25.30 25.55
H -8.66 27.43 27.87
H -12.14 20.52 21.53
C -7.72 22.19 28.30
C -9.42 27.69 27.12
H -9.87 26.73 26.83
H -8.38 18.99 20.47
H -11.58 22.92 27.77
H -0.47 27.83 25.41
H -0.86 30.24 31.94
H -12.56 22.11 22.15
H -8.98 21.13 21.31
H -2.21 28.09 25.56
C -9.26 19.70 24.16
H -8.41 25.38 23.06
H -8.64 20.49 23.74
H -13.55 24.42 27.93
H -11.24 21.54 24.27
H -2.81 23.78 25.01
O -10.53 19.07 26.07
H -4.50 24.41 25.09
H -2.28 27.84 29.72
C -1.12 28.43 27.99
O -13.06 26.62 22.78
C -8.88 24.80 25.10
H -6.86 17.55 18.89
H -5.72 22.44 27.63
C -12.32 21.08 22.45
O -8.99 23.40 24.86
H -14.23 22.14 24.07
H -8.59 19.63 26.26
H -10.56 25.45 21.97
H -8.35 28.63 23.50
H -2.07 26.68 27.59
C -13.68 23.36 27.65
C -14.03 21.07 24.18
H -11.06 23.92 22.47
C -1.70 26.10 25.14
H -12.50 21.75 26.85
H -10.30 21.64 22.77
C -3.21 19.66 17.57
H -6.39 21.30 25.51
H -10.20 28.29 27.62
H -6.43 34.94 23.02
H -11.79 25.74 24.14
H -3.75 20.08 16.71
H -9.66 20.98 25.87
O -14.73 23.24 26.68
H -14.97 20.56 24.38
N -1.27 27.20 27.25
H -4.47 17.33 18.21
C -7.56 19.72 20.50
H -6.98 25.06 24.11
H -2.63 18.79 17.22
C -7.94 31.19 22.97
H -11.55 20.31 27.38
H -8.62 21.59 28.11
C -12.38 25.47 23.26
H -7.11 30.54 22.69
H -8.51 23.39 21.66
H -7.00 19.55 21.44
N -6.73 19.59 19.33
C -6.12 18.27 19.22
H -12.15 23.32 26.14
O -1.00 29.40 30.11
C -0.98 29.25 31.50
O -3.07 25.80 25.39
C -8.15 21.10 20.59
C -7.06 34.61 22.19
O -6.95 21.86 26.06
C -9.46 19.92 25.66
C -11.06 21.06 23.30
O -8.83 28.36 26.05
C -9.13 29.30 23.87
H -8.58 25.01 26.13
N -10.53 19.69 23.41
H -6.67 35.02 21.26
C -1.39 27.40 25.81
C -6.56 21.75 27.43
C -7.59 23.32 21.06
H -9.89 29.32 23.06
H -8.08 35.00 22.33
H -0.15 28.90 27.81
H -11.18 19.18 24.01
H -12.03 24.71 21.26
H -9.39 31.23 24.39
H -1.88 29.19 27.71
H -10.53 29.37 25.50
H -7.72 23.77 20.07
H -9.90 25.19 24.99
H -8.79 18.72 24.03
H -8.58 21.39 19.61
H -0.13 28.64 31.84
C -10.97 19.37 27.36
H -6.49 32.48 23.90
C -7.39 32.56 23.28
O -13.47 20.47 23.03
H -0.57 27.41 29.81
C -5.00 18.30 18.23
*
```

---

Record 5
# C39H47N10O7STl

A molecular structure, C39H47N10O7STl (wB97M-V/def2-TZVPD, OMol25).

The value obtained for the energy relative to the best compared isomer or geometry (same formula, charge and spin) is 418.9 kJ/mol. The value obtained for the orbital gap (spin up / spin down) is 0.159 / 0.159 Ha. Its HOMO energy (spin up / spin down) is -1.04 / -1.04 eV. The max |F| is 4.4 eV/Å.

Structure (ORCA input):
```
! RIJCOSX wB97M-V def2-TZVPD def2/J DEFGRID3
* xyz -2 1
H -4.14 -0.55 -3.06
H -0.83 -2.24 2.57
C -1.52 2.97 0.26
H 1.16 -6.24 0.73
H 5.28 1.33 -1.06
N 1.35 -0.83 4.68
C -0.66 -4.94 0.58
H -4.00 -0.72 -6.83
C 0.72 2.27 -0.51
C -3.09 -0.22 -6.50
N 2.90 -2.47 4.97
C 1.72 -4.52 -0.46
O -2.84 4.22 2.16
C -2.49 0.83 -7.21
N 2.90 -0.76 -1.44
H -2.98 3.06 5.75
C 1.53 0.90 -4.35
C -1.39 0.16 -4.73
N 2.78 -2.13 6.29
H 2.03 -2.88 -1.61
H -0.44 3.64 -4.92
H -0.91 2.17 -7.44
H 2.90 1.55 9.04
C -3.26 -2.95 -5.49
H 4.66 0.47 1.14
H -1.36 0.88 2.42
H -4.64 3.41 -1.10
C 3.42 -0.95 6.79
H 4.67 2.66 7.69
Tl 0.11 -0.99 -0.09
H -0.62 2.80 7.00
C 4.40 -0.34 5.99
N -1.37 0.22 -3.40
C 3.39 1.00 8.21
H 0.63 -3.64 -2.00
H 2.12 -0.88 8.40
H -3.19 2.00 3.52
H 1.32 -0.18 -4.40
C -2.91 3.29 0.11
C -1.34 1.46 -6.76
H -4.80 -2.16 -3.15
C 0.58 1.78 -5.29
H 1.04 3.91 -5.76
N -3.55 3.99 1.15
H -1.01 3.33 1.17
H -4.21 -2.77 -6.06
H 3.37 1.57 1.25
H 1.43 1.13 -3.32
H -1.14 -4.35 -0.21
C -0.47 -4.15 1.89
H -3.33 -3.96 -5.09
H -1.91 -2.69 1.41
H 1.07 1.67 -6.26
H 3.65 2.22 -1.11
C 3.55 0.15 -1.12
C -0.72 1.09 -5.58
H 4.78 -0.84 5.08
H -1.24 -5.81 0.88
H 2.11 -4.10 0.47
N 0.42 -0.42 3.89
H -1.08 -4.66 2.69
C -1.32 1.16 3.48
H 0.39 -6.23 -0.87
N -0.92 -2.79 1.72
O -4.82 2.42 -3.30
C -3.63 3.04 -1.03
C -3.03 -1.76 -4.48
C 4.22 1.37 -0.75
C 0.00 1.40 5.49
H 2.57 1.10 -4.57
H 5.44 1.48 5.53
O -2.86 2.46 -4.32
O -0.80 1.41 -2.95
O -4.74 4.34 0.98
H -2.22 -2.12 -3.80
H 1.06 3.45 -3.95
S 2.50 -1.94 2.41
N -3.58 2.41 -3.32
C 0.58 3.32 -4.94
C -2.11 2.52 5.31
C 2.90 -0.30 7.90
C -2.53 -0.59 -5.24
H 0.57 -4.15 2.33
C -2.91 2.44 -2.04
C -0.89 2.29 6.01
C -2.28 1.92 4.06
C -0.80 2.39 -0.78
C 4.36 1.62 7.43
O 1.44 3.15 -1.11
N 1.22 -3.41 -1.20
H 5.12 2.09 1.17
H 2.63 -2.96 6.86
H -2.96 1.14 -8.11
H -5.11 -1.14 -4.46
H -2.47 -3.01 -6.25
C -0.27 0.71 4.27
C 4.79 0.96 6.26
C 0.62 -5.59 0.02
C -1.48 2.07 -1.98
H 2.45 -5.16 -1.01
H 0.88 1.08 6.01
C -4.31 -1.39 -3.74
C 2.23 -1.72 4.11
C 4.34 1.39 0.72
O 1.15 1.34 0.24
*
```

---

Record 6
# C4H12N2O

A molecular structure, C4H12N2O (wB97M-V/def2-TZVPD, OMol25).

The value obtained for the energy relative to the best compared isomer or geometry (same formula, charge and spin) is 419.9 kJ/mol. The value obtained for the orbital gap is 0.289 Ha. Its HOMO energy is -6.89 eV. The max |F| is 1.5 eV/Å.

Structure (ORCA input):
```
! RIJCOSX wB97M-V def2-TZVPD def2/J DEFGRID3
* xyz 0 1
C -0.72 -0.38 0.31
H -2.01 1.32 0.26
N 0.38 -0.91 0.89
H -0.39 1.07 -1.68
C -1.46 0.73 0.99
N -1.44 -1.24 -0.50
H 0.64 -1.80 0.47
C 0.59 0.80 -1.29
C 1.51 -0.06 1.16
O 0.98 -0.40 -2.00
H -0.78 1.38 1.53
H 2.38 -0.66 1.41
H 1.24 1.64 -1.56
H 1.30 0.65 1.96
H -2.18 0.32 1.71
H -2.36 -0.91 -0.76
H 1.36 0.64 0.02
H 1.84 -0.67 -1.64
H -0.90 -1.53 -1.32
*
```

---

Record 7
# C28H27N3O3PdS

A molecular structure, C28H27N3O3PdS (wB97M-V/def2-TZVPD, OMol25).

The value obtained for the energy relative to the best compared isomer or geometry (same formula, charge and spin) is 0.0 kJ/mol. The value obtained for the orbital gap is 0.249 Ha. Its HOMO energy is -14.38 eV. The max |F| is 0.1 eV/Å.

Structure (ORCA input):
```
! RIJCOSX wB97M-V def2-TZVPD def2/J DEFGRID3
* xyz 2 1
C -2.92 -2.19 -2.84
H -1.34 -1.68 -4.24
H -5.03 2.76 2.27
O -3.64 -1.60 -0.64
C 2.18 -3.16 1.17
H -0.74 -3.49 5.07
N -0.71 -2.13 -2.21
C -1.68 -1.96 -3.26
N 0.03 -2.09 0.80
H -2.19 -2.54 4.75
C -1.34 -2.46 -1.16
H 2.88 -5.48 -0.19
H 1.80 1.30 2.88
C 2.43 -3.36 -0.31
C -0.41 -1.84 3.70
C 1.52 1.30 1.83
S -3.30 -1.32 0.86
Pd -0.17 -0.09 0.64
H 2.25 -0.28 -1.13
C 3.03 -3.38 3.43
H -0.59 2.83 -0.36
H -6.23 -2.04 1.47
H -3.22 -3.57 -1.17
C 0.91 1.41 -0.96
H 1.76 -2.68 5.01
H -0.50 -3.97 0.22
C 2.24 -4.81 -0.75
C 0.19 2.16 -0.03
C -5.98 -1.00 1.64
C -6.92 -0.09 2.11
O -2.35 2.13 1.43
C -4.71 -0.50 1.42
H 3.82 -3.69 4.10
H -3.84 -2.12 -3.40
C 1.88 -2.81 3.94
C -4.35 0.82 1.64
C -5.29 1.72 2.10
H -7.34 1.93 2.69
H -0.02 2.79 2.03
C 1.78 0.43 -0.46
H -0.15 -1.13 4.48
H 3.46 -3.07 -0.52
C 0.85 -2.40 3.10
H 2.48 -4.92 -1.81
C 0.53 2.15 1.36
O -2.91 -2.54 1.49
N -2.26 -0.12 0.94
H 0.72 1.49 -2.02
H -0.99 -1.30 2.96
C -2.85 -2.57 -1.40
C 3.18 -3.56 2.06
H 4.09 -4.00 1.67
H -7.93 -0.42 2.31
C -1.29 -2.95 4.30
C -2.92 1.08 1.34
H 1.79 -2.70 -0.91
C 1.02 -2.59 1.72
H 2.71 -0.42 1.29
C -0.58 -2.90 0.03
C 2.05 0.36 0.93
H 1.21 -5.15 -0.61
C -6.58 1.25 2.33
H -1.59 -3.67 3.53
*
```